Formula: C22H42Cl3N4NdO4Si
Source: the OMol25 dataset
Level of theory: ωB97M-V with the def2-TZVPD basis set

The calculation puts the total energy at -98374.905 eV. Its total charge is 0. As for the spin multiplicity: 4. For the relative energy (zero: lowest compared OMol25 entry of this formula, charge and spin), the calculation gives 0.040 eV. The value obtained for the LUMO energy (spin up / spin down) is 0.16 / 0.16 eV. For the gap between HOMO and LUMO (spin up / spin down), the calculation gives 8.45 / 8.44 eV.

Positions of all 77 atoms, in Å:
C  -0.597  1.567  -5.975
C  -1.108  1.910  -4.584
H  -0.892  2.388  -6.634
H  -1.059  0.619  -6.329
H  0.511  1.501  -5.987
C  -2.375  2.242  -4.335
C  -3.310  2.672  -5.421
H  -2.811  2.181  -3.343
H  -3.711  1.829  -5.987
H  -2.817  3.356  -6.122
H  -4.140  3.243  -5.003
Nd  0.616  -1.510  1.231
Cl  3.098  -1.123  0.497
Cl  0.762  -4.097  0.507
H  3.172  -4.992  4.714
H  5.253  -4.201  3.140
C  2.551  -4.643  3.886
C  4.458  -3.934  2.447
N  3.256  -3.591  3.175
H  1.604  -4.251  4.262
C  2.774  -2.366  3.145
O  1.626  -2.015  3.516
H  4.784  -3.093  1.839
H  3.423  -1.625  2.664
H  2.371  -5.492  3.219
H  4.291  -4.788  1.792
H  -2.859  -1.678  -2.623
H  -4.248  0.667  -2.100
C  -3.442  -1.985  -1.746
C  -4.533  0.160  -1.165
N  -3.535  -0.862  -0.812
H  -2.953  -2.830  -1.257
C  -2.838  -0.837  0.340
O  -2.023  -1.715  0.721
H  -4.601  0.903  -0.365
H  -3.016  0.064  0.964
H  -4.451  -2.250  -2.085
H  -5.510  -0.317  -1.322
O  -0.148  0.022  -3.481
C  -0.122  1.462  -3.482
C  -1.601  1.808  -1.405
C  -0.485  2.144  -2.178
H  -2.119  0.881  -1.637
C  -2.005  2.627  -0.348
H  0.886  1.800  -3.757
C  0.328  3.202  -1.795
H  -2.872  2.350  0.256
C  -1.213  3.725  0.014
C  -0.054  4.015  -0.729
H  1.237  3.392  -2.378
H  -1.540  4.379  0.835
H  0.570  4.872  -0.436
Si  0.387  -1.294  -4.208
Cl  0.262  0.709  0.372
C  -0.707  -2.616  -3.437
C  1.991  -1.698  -3.299
C  0.678  -1.383  -5.995
H  -0.850  -2.314  -2.410
H  -0.218  -3.598  -3.404
H  -1.676  -2.732  -3.911
H  -0.170  -1.266  -6.660
H  1.102  -2.357  -6.260
H  1.432  -0.660  -6.300
H  1.782  -2.159  -2.344
H  2.570  -0.813  -3.056
H  2.620  -2.393  -3.838
C  0.370  3.031  3.219
N  -0.662  2.155  3.728
C  -0.693  0.818  3.491
N  -1.867  0.149  3.686
O  0.284  0.189  3.040
H  0.798  2.573  2.317
H  1.174  3.206  3.951
H  -0.051  4.008  2.945
H  -1.293  2.516  4.439
H  -2.048  -0.684  3.144
H  -2.631  0.575  4.182

Forces on the atoms, in the same order (eV/Å):
-0.155 0.748 0.162
0.601 -1.279 0.474
0.089 -0.271 -0.332
0.405 0.741 0.144
-0.720 -0.103 -0.063
0.168 0.113 -0.473
-0.163 0.314 -0.161
0.425 0.423 -0.034
-0.086 0.003 -0.073
-0.014 -0.264 0.002
-0.122 -0.163 -0.003
0.224 -1.719 1.111
0.240 0.101 -0.604
-0.152 0.105 0.044
-0.051 0.033 0.047
0.153 -0.045 0.108
0.003 -0.256 -0.198
0.417 0.014 0.176
-0.287 -0.352 0.313
0.201 -0.097 -0.105
-0.177 0.645 -0.045
0.519 -0.595 -0.384
-0.112 0.029 0.014
0.098 -0.285 0.453
-0.108 0.181 0.024
-0.254 0.042 -0.038
-0.214 -0.089 0.304
-0.032 -0.163 0.281
0.079 0.292 -0.087
0.349 -0.168 0.142
-0.257 -0.189 0.589
-0.074 0.134 -0.117
0.519 -0.456 -0.101
-0.772 1.077 -0.403
-0.023 -0.133 -0.165
-0.031 -0.306 -0.324
0.195 -0.042 0.212
0.237 0.115 0.153
-1.190 2.649 0.872
-0.885 -0.400 -0.568
-0.029 0.577 -0.289
0.202 -0.454 0.121
0.066 0.290 -0.012
0.574 -0.145 -0.142
-0.109 -0.083 -0.002
-0.386 0.321 -0.085
0.200 0.182 -0.163
-0.180 0.204 -0.594
-0.065 0.135 0.683
-0.350 0.110 0.365
0.311 -0.332 -0.388
-0.296 -0.451 -0.162
1.358 -2.240 2.181
-0.076 1.564 -1.102
0.074 -0.286 -0.887
-0.003 0.351 -0.500
0.194 -0.183 -1.351
0.023 0.104 0.311
-0.021 0.198 -0.159
-0.249 -0.149 -0.071
-0.268 0.123 -0.021
0.000 -0.061 0.336
0.062 0.176 -0.014
-0.255 -0.177 0.330
0.255 0.233 -0.109
0.317 -0.195 -0.218
0.778 0.102 -0.055
-0.693 -0.043 0.692
1.210 -0.918 -0.905
-0.496 0.295 0.458
-1.145 0.810 0.686
-0.136 0.142 0.316
-0.170 -0.127 -0.192
-0.057 -0.380 0.085
0.155 -0.092 -0.526
0.230 0.009 0.338
-0.071 0.002 -0.298

Formula: C17H24BrN5O6W
Source: the OMol25 dataset
Level of theory: ωB97M-V with the def2-TZVPD basis set

The calculation puts the total energy at -109611.377 eV. Its total charge is +2. As for the spin multiplicity: 3. For the relative energy (zero: lowest compared OMol25 entry of this formula, charge and spin), the calculation gives 0.726 eV. The value obtained for the LUMO energy (spin up / spin down) is -6.25 / -6.71 eV. For the gap between HOMO and LUMO (spin up / spin down), the calculation gives 8.43 / 8.12 eV.

Positions of all 54 atoms, in Å:
W  -0.322  0.707  -0.189
N  -1.532  -0.194  -4.464
C  -2.606  0.790  -4.297
C  -3.220  0.665  -2.905
C  -2.155  0.678  -1.888
O  -1.425  1.700  -1.669
O  -1.851  -0.342  -1.156
H  -1.086  -0.059  -5.364
H  -1.928  -1.129  -4.494
H  -3.411  0.689  -5.028
H  -2.187  1.790  -4.404
H  -3.808  -0.246  -2.794
H  -3.860  1.528  -2.706
C  -2.968  0.167  3.303
C  -1.761  1.086  3.228
C  -2.001  2.410  3.955
O  -0.592  0.434  3.706
C  -1.446  1.440  1.785
O  -2.216  1.201  0.816
O  -0.305  1.945  1.446
H  -3.091  -0.166  4.333
H  -2.848  -0.711  2.667
H  -3.879  0.676  2.993
H  -2.191  2.202  5.011
H  -2.876  2.929  3.564
H  -1.135  3.066  3.872
H  -0.502  0.629  4.647
Br  1.507  2.306  -2.543
C  1.606  0.447  -2.552
C  2.552  -0.154  -3.369
C  2.529  -1.532  -3.475
C  1.581  -2.265  -2.771
C  0.725  -1.591  -1.933
N  0.759  -0.251  -1.797
H  3.244  0.458  -3.927
H  3.240  -2.035  -4.118
H  1.511  -3.340  -2.857
H  -0.019  -2.115  -1.349
C  4.277  0.854  1.450
N  3.167  -0.122  1.550
C  3.282  -1.320  2.205
C  2.273  -2.210  2.287
C  1.021  -1.848  1.695
N  0.937  -0.678  1.060
C  1.990  0.151  0.955
O  1.775  1.179  0.255
N  -0.046  -2.633  1.756
H  5.044  0.549  2.155
H  3.905  1.841  1.709
H  4.670  0.856  0.437
H  4.248  -1.504  2.655
H  2.399  -3.144  2.811
H  -0.028  -3.492  2.282
H  -0.947  -2.292  1.459

Forces on the atoms, in the same order (eV/Å):
-0.730 0.084 -0.796
-0.013 -0.052 0.045
0.029 0.048 -0.139
-0.309 0.028 0.113
0.552 0.063 0.216
-0.072 -0.089 -0.166
0.285 0.092 -0.060
0.021 0.032 0.041
0.006 0.014 -0.011
-0.012 0.042 -0.013
0.063 -0.022 -0.030
0.041 -0.013 -0.010
-0.066 -0.063 -0.061
-0.112 -0.047 0.005
-0.180 0.438 -0.087
-0.029 -0.005 0.152
0.101 -0.061 -0.007
-0.082 0.774 0.490
0.516 -0.824 0.223
-0.074 -0.480 0.595
-0.012 0.025 -0.002
0.063 -0.010 0.029
0.024 0.019 -0.009
0.002 0.010 -0.019
0.011 -0.033 -0.029
0.025 -0.030 -0.002
0.020 -0.026 -0.050
0.039 0.299 0.012
0.420 0.091 -0.402
-0.294 -0.179 -0.035
0.194 -0.055 -0.139
-0.147 0.093 0.137
0.091 -0.286 -0.063
0.097 0.058 0.010
-0.003 -0.016 -0.018
-0.019 0.020 0.009
0.022 0.003 -0.017
0.002 0.043 0.011
-0.148 -0.233 0.072
-0.039 0.061 -0.055
0.302 0.147 0.036
-0.290 0.072 -0.125
0.174 -0.203 0.387
-0.533 0.173 -0.160
0.096 -0.029 0.179
-0.073 -0.130 -0.173
-0.035 0.086 -0.012
0.041 0.043 -0.027
-0.011 0.016 -0.005
0.024 0.022 -0.011
-0.026 -0.016 -0.004
-0.003 0.010 -0.001
0.043 0.008 0.010
0.008 -0.013 -0.033

Formula: C4H12
Source: the OMol25 dataset
Level of theory: ωB97M-V with the def2-TZVPD basis set

The calculation puts the total energy at -4342.397 eV. Its structure (SMILES) is CC.CC. Its total charge is 0. As for the spin multiplicity: 1. For the relative energy (zero: lowest compared OMol25 entry of this formula, charge and spin), the calculation gives 0.131 eV. The value obtained for the LUMO energy is 1.16 eV. For the gap between HOMO and LUMO, the calculation gives 12.93 eV.

Positions of all 16 atoms, in Å:
C  -0.758  1.789  -1.128
C  -1.084  0.577  -2.012
H  -0.995  2.737  -1.603
H  -1.331  1.764  -0.199
H  0.292  1.804  -0.839
H  -0.587  -0.307  -1.616
H  -0.706  0.763  -3.013
H  -2.158  0.408  -2.021
C  0.972  -1.370  0.799
C  0.863  -1.009  2.293
H  0.042  -1.086  0.304
H  1.827  -0.922  0.305
H  1.056  -2.457  0.710
H  0.237  -0.124  2.424
H  1.848  -0.748  2.689
H  0.483  -1.820  2.907

Forces on the atoms, in the same order (eV/Å):
-0.152 -0.198 0.294
0.300 0.580 0.458
0.001 0.026 -0.163
0.010 -0.065 0.033
0.103 0.049 -0.101
-0.113 -0.094 -0.096
-0.144 -0.192 -0.214
-0.018 -0.099 -0.258
-0.638 -0.637 0.672
0.615 0.562 -0.294
0.214 0.000 -0.194
0.003 0.210 -0.062
0.128 0.115 -0.203
-0.025 -0.120 0.124
-0.070 -0.077 0.066
-0.214 -0.059 -0.062

Q: Which value of relative energy (zero: lowest compared OMol25 entry of this formula, charge and spin) does entry 2 give?
A: 0.726 eV

Q: The highest total charge belongs to which entry?
A: C17H24BrN5O6W

Q: Which formula does entry 2 have?
A: C17H24BrN5O6W

Q: Among the records above, which one has the highest total charge?
A: C17H24BrN5O6W